Here is a 3-piece molecular cluster, C5H14N2 overall in a non-equilibrium geometry from OMol25. Energies are from ωB97M-V/def2-TZVPD.

Structure (XYZ):
```
21
C5H14N2 | OMol25 | ωB97M-V/def2-TZVPD
C -0.7808 -0.4699 -1.8250
C -0.4947 -1.9344 1.1939
C -0.8617 -0.4955 1.0362
N -0.6008 0.7493 -2.0809
C -2.1072 -0.0483 1.0109
H 0.6861 1.5019 -0.7158
H -1.4548 1.2939 -2.1962
H -1.7413 -0.9881 -1.7884
H 0.0996 -1.0913 -1.7155
H -1.3117 -2.5959 0.9191
H 0.3648 -2.1812 0.5696
H -0.2116 -2.1460 2.2279
H -2.9603 -0.7089 1.0707
H -2.3263 1.0033 0.9158
C 2.5449 1.0367 0.0031
N 1.2174 1.6119 0.1550
H 1.2875 2.6081 0.3334
H -0.0191 0.2475 0.9579
H 2.4382 -0.0287 -0.1955
H 3.0970 1.1583 0.9361
H 3.1349 1.4772 -0.8123
```

Largest force on an atom in eV Å⁻¹: 1.3
HOMO-LUMO gap in eV: 9.9